Entry from OMol25: a molecular structure, C42H30N8O5S2Sm (wB97M-V/def2-TZVPD).

2S+1: 6
Electronic energy, hartree: -3887.333660
Gap between HOMO and LUMO (alpha / beta), eV: 5.95 / 5.96
Maximum force, eV/A: 0.83
Expectation value of S²: 8.76
Net charge: -1

Atoms and positions in Å:
1 C 2.94174 -4.49433 -2.24001
2 Sm 0.28862 0.06684 0.54121
3 S 4.08788 2.68765 4.16549
4 C 1.01706 -3.06061 1.82226
5 C 1.24152 -2.74930 -1.66514
6 H 2.22570 -5.81334 3.40437
7 C 5.44791 -2.02155 -1.33128
8 N 1.36821 -3.13174 -0.38590
9 C 0.51172 2.06443 -2.11436
10 H -2.88321 -1.21633 1.52126
11 H 1.34667 -4.58620 5.37439
12 N 2.08345 0.53591 -1.12368
13 C -4.54469 -0.06027 0.79045
14 H 0.91895 4.33099 -4.61713
15 H 1.41947 3.01955 0.32320
16 C -0.50394 -0.43287 3.87773
17 C 3.73545 5.10087 2.66668
18 H 2.01139 -4.81370 1.14321
19 N -0.73388 1.92582 1.71106
20 C 1.10329 -2.07614 -4.41222
21 H -5.28346 -0.59744 1.36834
22 C -1.37810 2.90334 1.78759
23 C -3.20945 -0.41023 0.87315
24 C 2.66833 3.01422 2.07393
25 H 1.82591 5.40898 -0.13021
26 C 3.73146 -5.13804 -3.16420
27 H 6.28158 -2.71151 -1.37568
28 H -0.82965 3.39012 -3.12908
29 O -0.44440 -1.13169 -1.33563
30 C 0.19426 3.04515 -3.08232
31 C 2.58457 1.60454 2.58482
32 C 1.61575 -4.30761 2.01080
33 H 5.23679 -1.86123 -3.46401
34 H -4.11020 2.47407 -1.41368
35 C 1.98910 -3.13144 -3.99542
36 H 3.00723 -4.74317 -1.19006
37 O 1.87200 0.73121 2.00259
38 H 4.37840 5.67289 3.32325
39 C 1.83409 1.51621 -1.99630
40 C 4.92375 -1.61908 -0.10994
41 N -1.64110 1.86524 -1.45417
42 O -0.18717 -1.22146 2.71326
43 C 3.79204 -0.66708 -2.44015
44 H 5.35673 -1.98124 0.81510
45 H -0.94125 0.48717 3.50977
46 C 0.32400 -1.41534 -3.53224
47 C -4.88993 1.00098 -0.03415
48 C 2.80556 -3.79828 -4.92369
49 N 0.89513 -2.41681 0.57278
50 C 0.60988 -2.94955 4.21099
51 H -0.34368 -0.61961 -3.84138
52 H 2.74567 -3.51350 -5.96898
53 C 2.05390 -3.47624 -2.63366
54 C 2.49252 3.10927 -3.73048
55 H 4.41437 -5.91342 -2.83809
56 H -1.21405 -0.97114 4.50452
57 C 3.66925 -4.78919 -4.52136
58 H 3.28859 6.73277 1.35100
59 H 0.22878 -2.42652 5.07351
60 C 2.29821 4.93739 0.72239
61 C -2.58760 1.21722 -0.61884
62 H 4.29702 -5.29402 -5.24533
63 N -0.44399 1.55938 -1.25029
64 C 3.25816 -0.24977 -1.21495
65 H 1.08143 -1.81269 -5.46450
66 H 3.85414 1.83992 -2.71651
67 C 0.33944 -1.73161 -2.12790
68 H 3.32162 -0.34407 -3.36074
69 N 3.29112 1.35978 3.66146
70 H 3.27980 3.56313 -4.32268
71 O 3.58751 3.11624 5.44288
72 C 3.84542 -0.74643 -0.04936
73 C 3.48782 3.76222 2.89285
74 H 3.45636 -0.44505 0.91365
75 C 4.86996 -1.53625 -2.49667
76 H 0.41270 -0.21196 4.42390
77 N -2.25138 0.21877 0.19957
78 C 1.15596 3.56244 -3.89367
79 C 2.06629 3.59061 0.97250
80 C 2.82346 2.14090 -2.83416
81 C -3.90267 1.64316 -0.75393
82 C 1.24305 -4.17526 4.37835
83 S -2.28969 4.25056 1.89646
84 O 5.50708 2.51847 4.01020
85 C 0.48355 -2.40831 2.94304
86 C 3.12340 5.68322 1.56147
87 C 1.73525 -4.85632 3.27726
88 H -5.91959 1.32619 -0.11198

Atomic partial charges in e from the Löwdin method, atoms 1 to 2:
1. C -0.0301
2. Sm 1.6963